This record from the Open Molecules 2025 dataset describes a cluster of 2 separate species, C9H14 in total in a non-equilibrium geometry. The level of theory is wB97M-V/def2-TZVPD.

```
! RIJCOSX wB97M-V def2-TZVPD def2/J DEFGRID3
* xyz 0 1
C -0.590 -2.011 -2.089
C 0.103 -2.511 -3.324
C 0.589 1.524 1.798
C -0.191 2.259 0.883
C -1.431 0.293 0.454
C -0.726 -0.448 1.373
C -1.245 1.640 0.217
C 0.311 0.158 2.054
C 1.796 2.144 2.426
H 2.070 3.122 2.021
H -0.870 -1.519 1.444
H -1.835 2.195 -0.488
H 0.943 -0.300 2.799
H 0.003 -3.593 -3.405
H 0.058 -2.131 -1.191
H -0.747 -0.935 -2.002
H 1.689 2.288 3.505
H 0.169 3.266 0.711
H -1.443 -2.542 -1.670
H 1.129 -2.152 -3.397
H 2.687 1.543 2.291
H -0.353 -2.051 -4.208
H -2.116 -0.240 -0.202
*
```

E (eV): -9559.5804
Highest occupied orbital energy (eV): -8.92
Structure (SMILES): Cc1ccccc1.CC
LUMO level (eV): 0.99